Entry 1:
Molecular formula: C3H12NO
Method: DFT, ωB97M-V/def2-TZVPD

CARTESIAN COORDINATES (ANGSTROEM)
C 0.25164 -0.61123 -1.26367
C -0.77770 -0.27726 -0.18921
C -1.95651 0.55781 -0.67899
N -0.07186 0.50140 0.96041
H 1.17097 -0.04427 -1.18596
H -0.19357 -0.46330 -2.24104
H 0.55218 -1.65120 -1.19609
H -1.12110 -1.15582 0.32974
H -1.68509 1.59949 -0.83259
H -2.24912 0.19113 -1.65196
H -2.80622 0.43598 -0.02316
H -0.07805 1.49942 0.76263
H 0.91212 0.16670 1.04091
H -0.60693 0.34915 1.81060
H 2.78655 -1.13849 1.32831
H 3.23852 0.23261 1.83311
O 2.63419 -0.19212 1.19696

Atoms 1-2, force components in eV/Å:
-0.16 -0.35 0.08
0.41 0.99 0.25

The value obtained for the energy above the lowest of the compared OMol25 structures with the same formula, charge and spin is 4.7 kcal/mol. The value obtained for the LUMO energy is -3.261 eV. As for the charge: +1. The largest force on an atom comes out at 1.10 eV/Å.

***

Entry 2:
Molecular formula: C26H27CrO4Si
Method: DFT, ωB97M-V/def2-TZVPD

CARTESIAN COORDINATES (ANGSTROEM)
C 2.71519 1.39778 4.32631
Si 2.22906 -0.34496 3.88876
C 2.54925 -0.75085 2.10491
C 3.03675 -1.59440 4.99765
O 0.59015 -0.49707 4.26883
C -0.56062 -0.26287 3.65158
C -0.83735 0.39007 2.47707
C -2.30245 0.62038 2.34043
C -2.92415 -0.20018 3.50580
C -1.79172 -0.66566 4.41654
H 3.63819 1.66146 3.79021
H 1.93502 2.12772 4.06762
H 2.90905 1.46640 5.40636
H 3.47956 -1.33506 2.03767
H 1.73022 -1.33244 1.65687
H 2.69922 0.17713 1.53730
H 4.03007 -1.82704 4.59152
H 3.15748 -1.19377 6.01166
H 2.45559 -2.52365 5.05728
H -0.09826 0.71573 1.75792
H -2.56338 1.69232 2.41537
H -2.70071 0.26815 1.38012
H -3.68105 0.37612 4.03873
H -3.40413 -1.10605 3.12769
H -1.83849 -1.75648 4.57288
H -1.85175 -0.20733 5.41603
O -1.96988 -0.13870 -7.00374
C -1.70222 -0.78141 -6.06899
Cr -0.94816 -1.86025 -4.68987
C 0.28137 -0.44730 -4.50116
O 1.02619 0.45414 -4.54352
C 0.17544 -2.43056 -6.12415
O 0.82484 -2.59766 -7.07635
C -2.21566 -3.65194 -4.50608
C -2.95584 -2.51936 -4.15346
C -2.43791 -1.60329 -3.22403
C -1.24189 -1.87384 -2.51140
C -0.70702 -0.86499 -1.62212
C -0.27459 0.13039 -1.02667
C 0.54896 0.92731 -0.26770
C 0.63301 2.35845 -0.45072
C 1.68516 3.15781 0.07180
C 1.82337 4.49139 -0.30436
C 0.87296 5.09122 -1.15159
C -0.22936 4.33986 -1.60013
C -0.34977 2.99628 -1.24463
C -0.45179 -2.96193 -2.98388
C -0.96547 -3.88003 -3.91358
H -2.60322 -4.32620 -5.27441
H -3.92260 -2.31459 -4.62016
H -2.96051 -0.66569 -3.01898
H 1.36364 0.44175 0.27455
H 2.39777 2.69065 0.75538
H 2.67646 5.07337 0.04930
H 1.00790 6.12933 -1.47529
H -0.98302 4.79618 -2.24804
H -1.19079 2.39105 -1.58489
H 0.56467 -3.09165 -2.60641
H -0.37275 -4.75525 -4.19784

Atoms 1-2, force components in eV/Å:
-0.15 -0.02 0.03
2.05 0.07 0.32

The value obtained for the energy above the lowest of the compared OMol25 structures with the same formula, charge and spin is 0.0 kcal/mol. As for the multiplicity: 4. Its expectation value of S² is 3.8123. The value obtained for the LUMO energy (spin up / spin down) is -5.543 / -8.854 eV. As for the charge: +2. The largest force on an atom comes out at 5.12 eV/Å.

***

Entry 3:
Molecular formula: C6H21NO4
Method: DFT, ωB97M-V/def2-TZVPD

CARTESIAN COORDINATES (ANGSTROEM)
C -1.06680 2.11059 0.14893
C -0.73427 0.95193 1.11217
O -1.43281 0.91322 2.33700
C -0.86666 -0.43755 0.35999
C 0.53083 -0.80175 -0.13582
N 0.50241 -1.98368 -1.01570
C 1.85117 -2.20944 -1.56978
C 0.02045 -3.25753 -0.48472
H -2.11854 2.36886 0.26461
H -0.49822 3.01327 0.45721
H -0.97762 1.94312 -0.90375
H 0.33947 0.94443 1.37504
H -1.54193 1.82896 2.63728
H -1.36757 -1.15482 0.95567
H -1.49150 -0.05007 -0.47412
H 0.86200 0.07629 -0.70830
H 1.12691 -0.92550 0.74887
H 2.48345 -1.34240 -1.62614
H 1.71063 -2.59761 -2.58239
H 2.38001 -3.01493 -1.01529
H 0.44953 -3.91405 0.31606
H -0.28667 -3.87963 -1.33071
H -0.89903 -2.94946 0.01938
O 2.69304 1.58925 -1.07043
H 2.66953 0.63287 -1.08559
H 2.70926 1.84757 -1.99699
O 1.22639 1.69719 3.51660
H 0.83521 1.41066 2.68558
H 1.17317 1.11886 4.27279
O -3.70507 2.02198 -2.00560
H -2.88980 1.49628 -2.00789
H -3.68694 2.55309 -1.19396

Atoms 1-2, force components in eV/Å:
-0.12 1.01 2.04
1.09 -1.75 -0.74

The value obtained for the energy above the lowest of the compared OMol25 structures with the same formula, charge and spin is 59.7 kcal/mol. The SMILES is C[C@@H](O)CCN(C)C.O.O.O. The value obtained for the LUMO energy is 0.529 eV. The largest force on an atom comes out at 3.36 eV/Å.

***

Entry 4:
Molecular formula: C9H13N3OP
Method: DFT, ωB97M-V/def2-TZVPD

CARTESIAN COORDINATES (ANGSTROEM)
C 0.12063 3.18415 0.44337
N 0.39814 1.79638 0.86000
N 0.41326 0.88951 -0.19153
C -0.21916 -0.26021 -0.08755
C -0.24330 -1.24245 -1.15115
C 0.43491 -1.11975 -2.39271
C 0.41854 -2.22760 -3.24515
C -0.37445 -3.31078 -2.93281
C -1.21174 -3.41990 -1.78819
C -1.06603 -2.34325 -0.86661
N -1.01913 -0.20802 1.03690
P -0.67048 1.08217 2.00417
C 0.53266 0.64228 3.33629
O -1.81454 1.80962 2.50396
H 0.67291 3.58793 -0.38964
H -1.02713 3.34665 0.10341
H 0.10597 3.75484 1.44349
H 1.12157 1.05630 -0.87999
H 1.03615 -0.26847 -2.44327
H 0.91280 -2.24627 -4.23299
H -0.46951 -4.14897 -3.72240
H -1.68336 -4.32762 -1.42521
H -1.48002 -2.52262 0.10407
H -1.87852 -0.81871 1.07645
H 0.06418 -0.03284 3.94141
H 1.51227 0.16907 3.06313
H 0.74224 1.54115 3.89592

Atoms 1-2, force components in eV/Å:
-4.26 1.09 1.62
-0.51 0.13 -0.81

The value obtained for the energy above the lowest of the compared OMol25 structures with the same formula, charge and spin is 0.0 kcal/mol. The SMILES is CN1NC(c2ccccc2)=[NH+][P@]1(C)=O. The value obtained for the LUMO energy is -4.487 eV. As for the charge: +1. The largest force on an atom comes out at 4.69 eV/Å.